1.
# C39H70F3NO17

A 11-piece molecular cluster, C39H70F3NO17 overall (ωB97M-V/def2-TZVPD, OMol25).

For the HOMO energy, the calculation gives -0.3046 Ha. The spin multiplicity is 1. The charge is 0. The value obtained for the HOMO-LUMO gap is 8.245 eV. Its SMILES is CC1(C)CCCC(C)(C)N1O.O=C1OC[C@@H](F)O1.O=C1OC[C@@H](F)O1.O=C1OC[C@@H](F)O1.CC(C)=O.CC(C)=O.CC(C)=O.CC(C)=O.CC(C)=O.CC(C)=O.CC(C)=O.

Each line ends with the Mulliken charge.
Element x y z (Å)
C: -3.9567 -0.4589 0.1772  -2.293
C: -4.3552 -1.8922 -0.2730  2.387
C: -3.0785 -2.5873 -0.7493  0.160
C: -2.2640 -3.2246 0.3970  0.828
C: -3.0851 -4.0429 1.3871  -1.829
C: -4.3461 -3.3114 1.8964  2.242
N: -5.0242 -2.6249 0.7923  0.095
O: -6.1856 -1.9803 1.2751  -0.481
C: -5.2555 -4.4278 2.4280  -2.143
C: -3.9979 -2.3722 3.0650  -2.020
C: -5.3597 -1.7919 -1.4332  -1.788
H: -3.4588 0.1308 -0.5910  0.323
H: -3.3889 -0.4715 1.1094  0.302
H: -4.8664 0.0921 0.4454  0.540
H: -3.2544 -3.3247 -1.5314  0.502
H: -2.3265 -1.8579 -1.0481  -1.015
H: -1.7414 -2.3954 0.8725  -1.296
H: -1.4961 -3.8920 0.0028  0.646
H: -2.4410 -4.2823 2.2384  0.393
H: -3.3675 -5.0379 1.0389  0.451
H: -6.2194 -3.9918 2.6932  0.384
H: -5.4125 -5.2241 1.7036  0.463
H: -4.7884 -4.8686 3.3111  0.410
H: -3.2962 -2.8246 3.7740  0.383
H: -3.4680 -1.4336 2.9013  0.277
H: -4.9052 -2.2092 3.6543  0.508
H: -6.3031 -1.3569 -1.1062  0.403
H: -5.6312 -2.8216 -1.6783  0.547
H: -4.9140 -1.2676 -2.2756  0.006
H: -5.8382 -1.2406 1.8015  0.371
C: 1.5578 4.0057 4.4286  -0.599
C: 1.0536 5.3845 4.8473  0.816
O: 1.8113 6.2043 5.3054  -0.614
C: -0.3437 5.7367 4.4565  -0.892
H: 2.6083 3.9226 4.7029  0.440
H: 1.3729 3.7714 3.3849  -0.079
H: 1.0539 3.2584 5.0494  0.189
H: -0.4064 6.8162 4.2757  0.439
H: -1.0565 5.6725 5.2836  0.429
H: -0.7066 5.2480 3.5562  -0.118
C: -3.6169 0.6250 -4.5379  -1.489
C: -2.3452 -0.0043 -4.0242  0.471
O: -2.3293 -1.1168 -3.5571  -0.469
C: -1.1645 0.9341 -4.0094  -0.068
H: -3.6548 0.7627 -5.6153  0.395
H: -3.7771 1.5604 -3.9982  0.362
H: -4.4392 -0.0184 -4.2189  0.366
H: -0.2052 0.4768 -3.7576  -0.555
H: -1.3719 1.7351 -3.2992  0.371
H: -1.0011 1.3355 -5.0135  0.658
C: 4.8823 0.8413 -2.6572  -0.360
C: 6.3962 0.8383 -2.6915  0.366
O: 7.0041 1.8092 -3.0747  -0.594
C: 7.1106 -0.3956 -2.2220  -1.002
H: 4.5045 1.7769 -3.0659  0.567
H: 4.6101 0.7973 -1.5983  0.075
H: 4.4427 0.0413 -3.2540  0.244
H: 8.1805 -0.2739 -2.3781  0.361
H: 6.6922 -1.2602 -2.7377  0.335
H: 6.9992 -0.5528 -1.1464  0.130
C: 2.2105 4.1865 0.0888  -1.164
C: 0.7449 4.2349 -0.2451  1.161
O: 0.1284 3.3926 -0.8648  -0.530
C: -0.0552 5.3426 0.4282  -1.540
H: 2.5641 5.2213 0.1514  0.509
H: 2.8803 3.8037 -0.6819  0.202
H: 2.3422 3.6763 1.0419  0.212
H: -1.1186 5.1488 0.5160  0.364
H: 0.0820 6.1898 -0.2563  0.417
H: 0.3857 5.6409 1.3782  0.389
C: 2.7066 1.9116 -4.5403  0.483
C: 1.6773 2.9047 -5.0691  0.338
O: 1.5224 3.0297 -6.2629  -0.620
C: 0.9619 3.8000 -4.1081  -0.586
H: 2.5863 1.7303 -3.4730  -0.763
H: 3.7235 2.1997 -4.7922  0.665
H: 2.4382 0.9854 -5.0527  -0.015
H: 0.3269 4.4534 -4.7072  0.401
H: 1.6356 4.3944 -3.4949  0.340
H: 0.2806 3.1990 -3.5042  -0.125
C: 5.5709 -2.2758 1.9732  -1.439
C: 4.8687 -1.7096 0.7517  0.873
O: 4.2801 -0.6576 0.7907  -0.388
C: 4.8961 -2.4957 -0.5312  -0.822
H: 5.2863 -3.3164 2.1351  0.366
H: 5.3866 -1.6153 2.8171  0.321
H: 6.6571 -2.3039 1.8489  0.391
H: 4.2050 -3.3310 -0.6520  0.379
H: 5.8838 -2.9647 -0.6084  0.418
H: 4.7729 -1.8142 -1.3692  -0.102
C: 0.9896 -2.1091 -5.5160  -1.640
C: 0.9833 -1.8483 -4.0488  0.671
O: 1.4112 -0.7996 -3.6087  -0.159
C: 0.4644 -2.9604 -3.1780  -0.557
H: 1.4846 -1.3428 -6.1129  0.332
H: -0.0446 -2.0562 -5.8772  0.353
H: 1.4176 -3.0806 -5.7624  0.407
H: 1.2530 -3.5114 -2.6664  0.386
H: -0.0230 -3.7214 -3.7966  0.490
H: -0.3530 -2.6393 -2.5310  -0.270
C: 0.5336 -4.4353 3.7572  -0.639
C: 1.2554 -3.8397 2.5625  0.366
O: 0.9861 -2.4955 2.7149  -0.119
C: -0.2366 -2.3715 3.2891  0.283
O: -0.8759 -1.3813 3.2786  -0.137
O: -0.5792 -3.5622 3.8311  -0.340
F: 0.6843 -4.3062 1.3932  -0.255
H: 1.2266 -4.3745 4.6009  0.385
H: 0.2437 -5.4605 3.5462  0.333
H: 2.3207 -4.0726 2.5497  0.230
C: -2.1215 1.6043 3.4031  1.544
C: -1.8437 1.3300 4.8754  0.556
O: -2.1493 2.5371 5.5210  -0.387
C: -2.1777 3.5260 4.6076  0.480
O: -2.2676 4.6855 4.8931  -0.574
O: -2.1335 3.0334 3.3635  -0.328
F: -0.4836 1.1238 5.0609  -0.286
H: -3.0664 1.2315 3.0037  -0.076
H: -1.3014 1.1591 2.8388  -1.244
H: -2.3594 0.4698 5.3048  0.286
C: 1.3845 0.4259 -0.7152  0.478
C: 0.0181 -0.1532 -0.3519  0.948
O: -0.4251 0.5881 0.7571  0.310
C: 0.6828 1.1028 1.3382  0.400
O: 0.6694 1.6158 2.4156  -0.394
O: 1.7532 0.9336 0.5715  -0.228
F: 0.1460 -1.4789 -0.0323  -0.179
H: 1.3966 1.1623 -1.5156  -0.807
H: 2.1130 -0.3417 -0.9657  0.169
H: -0.6430 -0.0882 -1.2183  -0.853

=====

2.
# C39H44N4OP2RhS

C39H44N4OP2RhS as an isolated structure (ωB97M-V/def2-TZVPD, OMol25).

For the HOMO energy (alpha / beta), the calculation gives -0.3759 / -0.3761 Ha. The spin multiplicity is 1. The charge is +1. The value obtained for the HOMO-LUMO gap (alpha / beta) is 5.939 / 5.962 eV.

Each line ends with the Mulliken charge.
Element x y z (Å)
Rh: -1.6874 1.1255 -0.2306  -0.752
S: -1.4284 2.7222 -2.2364  -0.400
C: -1.0146 3.7497 -0.9103  0.612
C: -0.8145 5.1235 -1.0334  -0.818
C: -0.4730 5.8447 0.0946  -0.208
C: -0.3122 5.1736 1.3066  -0.945
C: -0.5186 3.8087 1.3490  -0.399
N: -0.8793 3.1129 0.2739  0.330
H: -0.9313 5.5826 -2.0014  0.498
H: -0.3254 6.9112 0.0366  0.427
H: -0.0243 5.7089 2.1965  0.458
H: -0.3826 3.2429 2.2610  0.380
C: 0.4006 -2.0703 5.4260  -0.602
C: 0.3095 -0.7092 5.1851  -0.763
C: -0.2908 -0.2529 4.0257  -0.219
C: -0.8310 -1.1526 3.1115  0.559
C: -0.7409 -2.5199 3.3611  -0.192
C: -0.1204 -2.9727 4.5116  -0.811
P: -1.6332 -0.4634 1.6178  1.981
C: -1.5083 -1.8745 0.4675  0.504
C: -0.2565 -2.4661 0.3034  -0.050
C: -0.0981 -3.5151 -0.5794  -0.657
C: -1.1757 -3.9747 -1.3218  -0.825
C: -2.4148 -3.3736 -1.1836  -0.840
C: -2.5829 -2.3223 -0.2970  -0.879
C: -3.3943 -0.4709 2.0988  1.361
C: -3.9120 -1.1500 3.1801  -0.783
C: -5.2846 -1.0942 3.4548  -1.017
C: -6.1190 -0.3255 2.6860  -0.829
C: -5.6203 0.4023 1.5857  0.588
C: -6.4444 1.2170 0.7806  -0.791
C: -5.9413 1.8356 -0.3360  -0.808
C: -4.5992 1.6680 -0.7000  -0.540
C: -3.7303 0.9589 0.1090  0.070
C: -4.2397 0.3025 1.2645  -0.281
H: 0.8779 -2.4303 6.3244  0.420
H: 0.7101 -0.0087 5.9036  0.452
H: -0.3563 0.8096 3.8245  0.355
H: -1.1658 -3.2251 2.6621  0.554
H: -0.0456 -4.0340 4.6998  0.456
H: 0.5752 -2.1168 0.8985  0.437
H: 0.8690 -3.9807 -0.6863  0.349
H: -1.0474 -4.8025 -2.0034  0.564
H: -3.2540 -3.7211 -1.7696  0.466
H: -3.5606 -1.8744 -0.1846  0.445
H: -3.2628 -1.7292 3.8194  0.449
H: -5.6788 -1.6627 4.2844  0.442
H: -7.1767 -0.2784 2.9042  0.414
H: -7.4852 1.3279 1.0479  0.413
H: -6.5791 2.4483 -0.9554  0.434
H: -4.2601 2.1170 -1.6264  0.398
O: 0.3054 0.2996 -1.1315  0.739
P: 1.7005 -0.1049 -1.3803  -2.245
N: 2.4897 -0.4495 0.0508  0.641
C: 3.7984 -1.0720 0.2326  -0.230
C: 4.3988 -0.3963 1.4689  -0.921
C: 3.1699 0.0890 2.2324  -0.653
C: 2.2535 0.5390 1.1033  0.345
N: 2.4887 1.1774 -2.1485  0.576
C: 1.9310 2.5145 -2.2718  0.106
C: 3.0389 3.3438 -2.9202  -0.823
C: 3.8262 2.3047 -3.7180  -0.852
C: 3.7806 1.0829 -2.8032  -0.107
N: 1.7887 -1.4519 -2.3296  0.681
C: 0.7601 -1.5293 -3.3687  -0.367
C: 0.9787 -2.9036 -3.9787  -0.173
C: 2.4988 -3.0392 -3.9236  -0.978
C: 2.8538 -2.4173 -2.5713  -0.332
H: 4.4397 -0.9523 -0.6434  0.155
H: 3.6584 -2.1449 0.4102  0.245
H: 5.0151 0.4535 1.1753  0.319
H: 5.0102 -1.0815 2.0495  0.450
H: 3.4014 0.8946 2.9238  0.434
H: 2.7136 -0.7312 2.7870  0.157
H: 2.5286 1.5486 0.7657  0.254
H: 1.1918 0.5410 1.3678  -0.452
H: 1.6315 2.9098 -1.2969  -0.087
H: 1.0273 2.4909 -2.9025  0.085
H: 3.6794 3.7906 -2.1581  0.296
H: 2.6431 4.1371 -3.5502  0.415
H: 4.8470 2.6146 -3.9311  0.406
H: 3.3179 2.0885 -4.6582  0.317
H: 4.5902 1.1296 -2.0621  0.171
H: 3.8663 0.1442 -3.3522  0.114
H: 0.8902 -0.7383 -4.1153  0.385
H: -0.2219 -1.4037 -2.9151  -0.052
H: 0.5822 -2.9887 -4.9872  0.457
H: 0.5095 -3.6548 -3.3474  -0.174
H: 2.9513 -2.4589 -4.7291  0.316
H: 2.8303 -4.0717 -4.0097  0.437
H: 3.8421 -1.9558 -2.5886  0.350
H: 2.8526 -3.1702 -1.7753  0.189

=====

3.
# C7H10

One molecule with the formula C7H10 (ωB97M-V/def2-TZVPD, OMol25).

For the HOMO energy, the calculation gives -0.3047 Ha. The spin multiplicity is 1. The charge is 0. The value obtained for the HOMO-LUMO gap is 8.317 eV.

Each line ends with the Mulliken charge.
Element x y z (Å)
C: -1.9060 -0.1918 -0.0378  -0.688
C: -1.1719 0.8953 -0.7771  -0.710
C: -0.4213 -0.2615 -0.1963  0.380
C: 0.3779 -1.3667 -0.8768  -0.375
C: 1.3249 -1.4870 0.3125  -0.778
C: 1.6273 0.9060 0.8695  -1.296
C: 0.6337 -0.2634 0.9114  0.373
H: -2.5111 -0.8808 -0.6221  0.256
H: -2.3098 0.0362 0.9458  0.248
H: -1.2883 0.9521 -1.8567  0.246
H: -1.0721 1.8625 -0.2887  0.204
H: -0.1305 -2.3144 -1.1081  0.377
H: 0.9375 -1.0828 -1.7817  0.284
H: 2.1561 0.9463 -0.0894  0.295
H: 1.0940 1.8543 0.9910  0.319
H: 2.3744 0.8113 1.6623  0.387
H: 0.2850 -0.4155 1.9420  0.477

=====

4.
# C5H8BeO4

C5H8BeO4 as an isolated structure (ωB97M-V/def2-TZVPD, OMol25).

For the HOMO energy, the calculation gives -0.3351 Ha. The spin multiplicity is 1. The charge is 0. The value obtained for the HOMO-LUMO gap is 9.404 eV.

Each line ends with the Mulliken charge.
Element x y z (Å)
H: 1.5297 1.3065 -2.1048  0.338
Be: -0.2970 1.0350 -0.2210  -0.384
O: 2.8220 -0.1834 -1.7996  -0.433
O: 0.7902 -0.1537 -0.7827  -0.148
C: 1.1966 -0.6854 0.5088  -0.355
C: 1.0450 0.4260 1.5516  -0.142
O: 0.8800 1.6201 0.8351  -0.568
C: 1.8419 0.4473 -1.4799  0.255
H: 0.5917 -1.5858 0.6659  0.288
H: 2.2320 -1.0389 0.5821  0.350
H: 1.9699 0.4490 2.1540  0.340
H: 0.2305 0.1960 2.2609  0.215
C: -2.4492 -0.9866 -0.5592  -0.712
C: -2.5014 0.2988 -0.1563  0.111
O: -1.5723 1.2205 -0.3050  0.054
H: -3.3081 -1.6390 -0.3980  0.248
H: -3.3971 0.6342 0.3932  0.289
H: -1.6046 -1.3605 -1.1450  0.254

=====

Question: Which formula does entry 3 have?
Answer: C7H10

=====

Question: Which value of charge does entry 1 give?
Answer: 0

=====

Question: Which of these has the highest charge?
Answer: C39H44N4OP2RhS